Record 1
{
  "formula": "C4H11NO",
  "method": "the ωB97M-V functional and the def2-TZVPD basis",
  "e_lumo_ev": 1.0097,
  "homo_energy_ev": -9.10,
  "gap_ev": 10.110,
  "e_above_lowest_kj_mol": 103.96,
  "symbols": ["C", "C", "C", "N", "C", "O", "H", "H", "H", "H", "H", "H", "H", "H", "H", "H", "H"],
  "xyz": [[1.00810, -1.33323, -0.48407], [0.00039, -0.68467, 0.50052], [-1.42832, -0.87076, 0.04269], [0.31266, 0.71969, 0.83552], [0.49256, 1.60586, -0.29861], [-0.40453, 2.71340, -0.23069], [0.57140, -1.36911, -1.48223], [1.96837, -0.82977, -0.46907], [1.18175, -2.36942, -0.18537], [0.13326, -1.18921, 1.46137], [-2.12720, -0.83670, 0.88724], [-1.79181, -0.16680, -0.70152], [-1.53754, -1.91186, -0.27089], [0.98242, 0.81483, 1.56864], [1.47832, 2.07430, -0.30107], [0.29255, 1.10574, -1.24280], [-1.13240, 2.52771, 0.37034]]
}

***

Record 2
{
  "formula": "C30H58ClN4OS2",
  "method": "the ωB97M-V functional and the def2-TZVPD basis",
  "charge": 1,
  "e_lumo_ev": -2.9270,
  "homo_energy_ev": -10.65,
  "gap_ev": 7.722,
  "symbols": ["C", "C", "C", "C", "C", "N", "C", "C", "C", "C", "Cl", "C", "N", "C", "C", "C", "C", "C", "S", "C", "S", "N", "C", "C", "C", "C", "O", "C", "C", "C", "C", "C", "C", "H", "H", "H", "H", "H", "H", "H", "H", "H", "H", "H", "H", "H", "H", "H", "H", "H", "H", "H", "H", "H", "H", "H", "H", "H", "H", "H", "H", "H", "H", "H", "H", "H", "H", "H", "H", "H", "H", "H", "H", "H", "H", "H", "H", "H", "H", "H", "H", "H", "H", "H", "C", "C", "C", "C", "N", "H", "H", "H", "H", "H", "H", "H"],
  "xyz": [[-4.44298, -0.10954, 5.24496], [-3.05277, -0.75059, 5.27944], [-1.91634, 0.24332, 4.97496], [-1.17054, 0.02405, 3.65261], [-2.11968, -0.17077, 2.46612], [-1.44128, -0.68391, 1.26693], [-0.98787, -1.87991, 1.17283], [-1.17238, -2.95184, 2.16993], [-2.23683, -3.97531, 1.67647], [-1.69663, -5.39402, 1.44668], [-2.69516, -6.60792, 2.27701], [-0.21622, -2.06979, -0.10413], [-0.23639, -3.41670, -0.61648], [-0.79042, -0.94736, -0.95211], [-1.13767, 0.16054, 0.03599], [0.05223, 1.05318, 0.36820], [0.53917, 1.83944, -0.85913], [1.89451, 1.33959, -1.34821], [3.21599, 1.93708, -0.26196], [4.25463, 0.61871, 0.20427], [5.62895, 1.05904, 0.95866], [3.84982, -0.73362, -0.01591], [4.60619, -1.30328, -1.16035], [4.48332, -0.53521, -2.46328], [4.13209, -1.53833, 1.19636], [3.42937, -2.88634, 1.21639], [-2.24202, 0.80561, -0.50582], [-2.61619, 2.14778, -0.14430], [-3.70820, 2.60178, -1.09909], [-3.13980, 2.80715, -2.50303], [-4.96309, 1.69847, -1.07219], [-5.36021, 1.31026, 0.35466], [-4.89680, 0.45208, -1.98051], [-4.74941, 0.09968, 4.21570], [-5.19159, -0.75512, 5.69981], [-4.42670, 0.84476, 5.77180], [-2.89508, -1.18668, 6.26577], [-3.03646, -1.59038, 4.57765], [-1.17438, 0.17172, 5.77107], [-2.28863, 1.26971, 5.00665], [-0.58543, 0.92175, 3.43690], [-0.44559, -0.78835, 3.73503], [-2.53503, 0.79204, 2.21864], [-2.96339, -0.82375, 2.68429], [-0.21420, -3.44601, 2.33603], [-1.50430, -2.54726, 3.12325], [-3.03568, -4.01910, 2.41349], [-2.69962, -3.62126, 0.75258], [-0.67154, -5.49257, 1.79415], [-1.69827, -5.65216, 0.39285], [0.81666, -1.81172, 0.16810], [0.59457, -3.60087, -1.16386], [-1.03298, -3.56669, -1.22633], [-0.22835, -0.63284, -1.82801], [-1.75699, -1.29644, -1.33951], [-0.19431, 1.72278, 1.19403], [0.87955, 0.43164, 0.72526], [-0.18155, 1.72539, -1.67308], [0.60115, 2.90554, -0.63577], [1.94267, 0.24957, -1.35731], [2.10858, 1.68471, -2.35830], [4.24274, -2.31896, -1.31798], [5.66364, -1.38587, -0.87388], [3.46866, -0.54750, -2.85447], [4.83413, 0.49187, -2.37082], [5.11543, -1.02456, -3.20594], [3.81908, -0.95382, 2.06166], [5.21122, -1.69397, 1.29642], [3.56203, -3.45303, 0.29536], [2.36325, -2.79952, 1.42986], [3.86122, -3.48538, 2.01956], [-1.76046, 2.82081, -0.23261], [-2.99151, 2.19949, 0.87320], [-4.00849, 3.58881, -0.73056], [-3.92312, 3.09279, -3.20538], [-2.37436, 3.58503, -2.49650], [-2.67180, 1.90023, -2.88653], [-5.77759, 2.32732, -1.44203], [-6.32617, 0.80393, 0.34042], [-5.47518, 2.19565, 0.98571], [-4.63632, 0.62429, 0.80186], [-5.58736, 0.52241, -2.81868], [-3.89801, 0.26560, -2.36783], [-5.17017, -0.43837, -1.40997], [6.10480, 3.40738, -3.27072], [6.17354, 3.07654, -4.75703], [4.83143, 3.27587, -5.47473], [3.79434, 2.41489, -4.90810], [2.98321, 1.75733, -4.42959], [5.40536, 2.75387, -2.74503], [7.08166, 3.28508, -2.80449], [5.78497, 4.43879, -3.11143], [6.50149, 2.04434, -4.89390], [6.91351, 3.71162, -5.24528], [4.91761, 3.04860, -6.53784], [4.49663, 4.31063, -5.38249]]
}

***

Record 3
{
  "formula": "C57H37Cl6CrN6O3",
  "method": "the ωB97M-V functional and the def2-TZVPD basis",
  "s_squared": 4.042,
  "e_lumo_ev": [-1.4982, -1.5427],
  "homo_energy_ev": [-6.52, -6.64],
  "multiplicity": 4,
  "gap_ev": [5.018, 5.094],
  "symbols": ["Cr", "Cl", "C", "C", "C", "C", "C", "C", "C", "C", "C", "C", "C", "C", "C", "C", "C", "C", "Cl", "C", "C", "C", "N", "C", "C", "C", "C", "C", "C", "Cl", "C", "C", "C", "C", "C", "C", "N", "C", "C", "C", "C", "C", "N", "C", "C", "C", "C", "Cl", "C", "C", "C", "C", "N", "H", "H", "H", "H", "H", "H", "H", "H", "H", "H", "H", "H", "H", "H", "H", "H", "H", "H", "H", "H", "H", "H", "H", "H", "Cl", "C", "Cl", "C", "O", "O", "H", "C", "N", "N", "C", "O", "C", "C", "C", "C", "C", "C", "C", "C", "C", "H", "H", "H", "H", "H", "H", "H", "H", "H", "H", "H", "H"],
  "xyz": [[-0.21054, -0.64247, -0.30380], [1.07921, -3.78552, -9.08010], [0.75264, -3.05670, -7.61743], [1.35985, -1.82324, -7.27373], [1.26697, -1.35214, -5.93739], [0.38253, -1.96252, -5.03388], [-0.40559, -3.06070, -5.44450], [-0.16172, -3.66377, -6.65526], [0.37060, -1.58913, -3.64241], [0.28473, -2.64474, -2.65365], [0.61475, -4.02102, -2.92081], [0.52537, -4.65054, -1.67867], [0.35695, -3.72615, -0.66388], [0.55238, -3.95221, 0.72629], [1.15363, -5.22309, 1.17220], [0.54271, -5.94914, 2.20876], [1.18342, -7.11409, 2.73416], [2.39956, -7.51371, 2.12537], [3.17698, -9.01008, 2.78727], [3.03507, -6.77251, 1.08047], [2.32340, -5.68793, 0.54871], [0.19802, -2.95254, 1.71022], [-0.49634, -1.74826, 1.40633], [-0.93659, -1.22539, 2.62560], [-2.06315, -0.33444, 2.66069], [-2.80631, -0.21143, 3.93283], [-2.16920, -0.10424, 5.16443], [-2.86275, -0.25022, 6.36084], [-4.22489, -0.59649, 6.41249], [-4.99564, -1.03709, 7.91092], [-4.91208, -0.66573, 5.12518], [-4.19738, -0.51312, 3.92115], [-2.62898, 0.22238, 1.49295], [-3.75641, 1.07224, 1.47778], [-3.81697, 1.69467, 0.27762], [-2.63271, 1.32917, -0.45647], [-2.00969, 0.33516, 0.24695], [-2.19720, 1.99645, -1.67442], [-1.06009, 1.41863, -2.35778], [-0.31644, 2.06732, -3.37696], [0.42820, 1.05684, -4.03680], [0.21666, -0.15394, -3.31444], [-0.60468, 0.10312, -2.20251], [-2.87152, 3.20039, -2.10233], [-3.09256, 3.36785, -3.51514], [-3.89959, 4.40055, -3.97997], [-4.39272, 5.40193, -3.10809], [-5.52654, 6.61382, -3.64405], [-4.13384, 5.31691, -1.70043], [-3.36714, 4.26501, -1.19679], [-0.38294, -1.98286, 3.69570], [0.34153, -3.04341, 3.15710], [0.10486, -2.47800, -1.31267], [1.92680, -1.25908, -8.03756], [1.86517, -0.42933, -5.64230], [-1.10856, -3.49303, -4.77311], [-0.55106, -4.63700, -6.91818], [0.94209, -4.49178, -3.85344], [0.53797, -5.71484, -1.47147], [-0.38466, -5.61501, 2.57637], [0.70562, -7.71575, 3.48962], [3.89041, -7.19257, 0.59447], [2.75951, -5.14398, -0.30056], [-1.10863, 0.21149, 5.16000], [-2.35789, -0.25455, 7.31073], [-5.97652, -0.93613, 5.17993], [-4.67816, -0.62816, 2.96586], [-4.32437, 1.35138, 2.32475], [-4.61761, 2.51047, 0.00867], [-0.39878, 3.14062, -3.56060], [1.00358, 1.21547, -4.92588], [-2.90956, 2.55688, -4.24405], [-4.08038, 4.63913, -5.01335], [-4.55070, 6.03113, -1.03165], [-3.08506, 4.17847, -0.15750], [-0.58196, -1.80937, 4.71818], [0.95721, -3.67893, 3.76992], [4.18746, -0.98192, -2.57819], [4.00255, -0.58052, -0.90254], [4.25125, 1.25127, -0.73406], [2.65194, -1.15533, -0.35851], [2.72249, -2.17736, 0.30752], [1.68220, -0.40780, -0.62279], [4.84897, -1.05404, -0.33269], [3.92457, 3.79509, 2.79573], [2.98834, 2.77824, 2.40192], [2.01020, 2.95291, 1.39906], [1.35542, 1.74457, 1.23860], [0.27091, 1.67332, 0.55337], [1.92788, 0.79796, 2.17195], [2.83890, 1.49926, 2.90030], [3.67142, 1.09342, 4.06610], [1.59979, 4.16691, 0.77614], [1.36897, 4.28913, -0.64801], [0.99121, 5.51637, -1.19983], [0.77706, 6.66494, -0.37634], [0.82985, 6.49575, 1.05404], [1.20810, 5.27208, 1.57174], [3.66855, 4.73934, 2.31990], [4.92164, 3.50060, 2.48908], [3.80132, 3.86704, 3.86966], [1.58031, -0.21099, 2.27554], [3.78081, 0.02338, 4.13121], [3.14314, 1.37355, 4.99068], [4.66340, 1.60855, 4.18258], [1.60558, 3.37660, -1.21353], [0.86124, 5.64115, -2.28336], [0.38968, 7.62469, -0.78775], [0.79661, 7.45368, 1.60056], [1.28595, 5.16873, 2.69546]]
}

***

Record 4
{
  "formula": "C4H4N4O",
  "method": "the ωB97M-V functional and the def2-TZVPD basis",
  "e_lumo_ev": -1.4774,
  "homo_energy_ev": -9.55,
  "gap_ev": 8.069,
  "e_above_lowest_kj_mol": 551.27,
  "symbols": ["C", "C", "C", "C", "H", "H", "H", "H", "N", "N", "N", "N", "O"],
  "xyz": [[1.95077, -0.51617, 0.44921], [0.56871, -0.17385, -0.00774], [-0.91050, 1.59976, -0.27269], [-2.12454, -0.44209, -0.02090], [3.01869, -0.14189, -0.34544], [1.88985, 0.08486, 1.57674], [2.18628, -1.90128, 0.41102], [-0.74409, 2.63486, -0.42870], [0.24297, 1.05087, -0.06342], [-2.01154, 0.90536, -0.25351], [-1.26569, -1.13729, -0.95964], [0.00622, -1.05084, -0.88116], [-2.80714, -0.91230, 0.79622]]
}

***

What are the DFT total energy values for these records? In order: -7863.47610 -74246.03934 -178347.77069 -12214.79646 eV.